(1)
DFT (the ωB97M-V functional and the def2-TZVPD basis) results for a structure of composition C34H44ClCuNO4Se.

Geometry as XYZ:
```
86
C34H44ClCuNO4Se, DFT the ωB97M-V functional and the def2-TZVPD basis
Se 1.969 0.096 -0.009
Cu -0.562 0.453 -0.011
Cl -1.170 -1.932 -0.063
O -3.724 3.144 0.030
O -0.191 0.839 1.913
O -0.225 0.901 -1.914
O -2.294 1.438 0.023
N -0.184 3.250 -0.100
C 4.417 4.028 2.810
C 0.872 1.518 2.180
C 4.627 4.114 -4.668
C -0.278 2.569 4.203
C 0.028 3.407 -5.486
C 5.241 4.108 -2.266
C -0.730 5.959 -0.300
C 2.218 2.813 -3.769
C 3.303 1.786 -1.928
C 5.740 3.252 2.819
C -1.346 3.184 -3.440
C 3.224 3.088 2.667
C 3.395 2.610 -3.045
C -0.609 1.205 4.828
C -0.259 2.504 -4.285
C 0.799 4.139 -0.210
C 4.418 4.999 1.620
C -1.495 3.075 3.415
C -0.016 3.552 5.344
C 5.771 2.137 -3.702
C -1.438 3.685 -0.097
C 4.736 3.236 -3.422
C 0.581 5.503 -0.316
C -2.588 2.664 -0.006
C 0.991 2.252 -3.439
C 2.059 1.389 1.411
C -1.755 5.039 -0.190
C 2.096 1.233 -1.545
C -0.794 1.165 -4.816
C 0.890 1.430 -2.272
C 3.191 2.143 1.645
C 0.933 2.428 3.278
C 2.082 3.187 3.463
C 4.347 4.846 4.102
H 4.527 4.907 -2.056
H 4.296 3.539 -5.535
H 5.273 5.682 1.666
H -1.628 2.551 -2.605
H 5.763 2.550 3.655
H -1.281 4.053 2.974
H 0.171 4.562 4.973
H 4.046 2.008 0.991
H 0.385 4.391 -5.176
H -2.234 3.372 -4.050
H -1.033 0.499 -3.991
H -0.986 4.141 -3.051
H 0.765 2.968 -6.162
H 6.208 4.560 -2.511
H 5.606 4.544 -4.899
H 6.582 3.941 2.919
H -1.752 2.383 2.618
H 5.885 2.683 1.902
H 1.806 3.737 -0.219
H 5.240 5.471 4.189
H -1.488 1.290 5.475
H -1.698 1.332 -5.411
H -0.946 7.019 -0.380
H 3.479 5.506 4.112
H 2.262 3.446 -4.644
H -0.815 0.474 4.050
H 5.905 1.493 -2.833
H 5.442 1.511 -4.533
H -2.798 5.316 -0.180
H 1.419 6.182 -0.408
H 0.833 3.247 5.961
H -2.357 3.180 4.079
H 4.184 1.555 -1.339
H 2.090 3.895 4.280
H 3.499 5.587 1.622
H -0.901 3.591 5.984
H -0.900 3.548 -6.046
H -0.046 0.684 -5.453
H 5.361 3.524 -1.354
H 4.460 4.453 0.677
H 4.292 4.198 4.978
H 6.741 2.574 -3.956
H 3.924 4.935 -4.515
H 0.231 0.851 5.433
```

E_tot, eV: -168165.923
Net charge: -2
Kohn-Sham gap (alpha / beta), eV: 6.181 / 6.139
2S+1: 2
Lowest unoccupied orbital energy (alpha / beta), eV: 4.068 / 4.067
HOMO level (alpha / beta), Eh: -0.07767 / -0.07615

=====

(2)
DFT (the ωB97M-V functional and the def2-TZVPD basis) results for a structure of composition C34H44ClN4O5S3Ti in a non-equilibrium geometry.

Geometry as XYZ:
```
92
C34H44ClN4O5S3Ti, DFT the ωB97M-V functional and the def2-TZVPD basis
Ti 0.155 -1.015 0.471
Cl 3.995 -6.708 0.255
S -0.399 1.444 -2.008
S 0.365 2.247 1.750
S -0.010 -3.589 0.635
O 1.592 -1.093 -0.922
O -0.386 -1.768 -1.489
O 2.673 -2.138 -3.168
O -2.945 -0.505 -0.344
O 0.615 0.833 1.179
N 1.925 -1.511 1.739
N -2.938 1.838 -2.880
N -0.693 -1.456 2.555
N -1.468 1.730 -4.481
C -0.212 1.624 -5.197
C -1.634 1.680 -3.162
C -3.506 1.418 2.163
C -1.730 1.398 3.777
C 0.445 5.565 1.559
C -0.872 6.270 -0.779
C -0.225 6.776 1.483
C 2.951 -3.255 -2.416
C 2.332 -5.320 -1.349
C 1.146 3.372 0.566
C -2.559 0.737 4.677
C 0.447 4.696 0.470
C 0.798 -1.521 -1.836
C 3.599 -5.400 -0.814
C -0.212 5.049 -0.701
C 1.331 -1.734 -3.225
C 4.255 -3.351 -1.920
C -4.334 0.761 3.061
C -3.860 0.412 4.320
C -1.897 -0.542 0.063
C -3.744 2.156 -4.064
C 1.709 -1.072 3.137
C -1.518 -3.668 1.623
C -1.698 -2.550 2.670
C 2.004 -4.230 -2.153
C 5.295 -2.313 -2.252
C -1.371 2.502 1.488
C 4.556 -4.434 -1.108
C -2.194 1.737 2.506
C -0.886 7.128 0.312
C 0.349 -1.543 3.626
C 1.359 -3.961 1.763
C 2.440 -2.901 1.591
C -2.739 1.888 -5.197
H -2.672 2.710 -5.906
H -2.192 0.497 5.667
H -2.693 -2.117 2.572
H -1.589 -4.656 2.075
H 6.084 -2.304 -1.500
H -4.617 1.513 -4.128
H -2.971 0.976 -5.748
H 2.620 -0.896 1.322
H -1.551 3.579 1.534
H 4.858 -1.319 -2.323
H 2.859 -2.983 0.586
H 5.552 -4.528 -0.690
H 0.985 -4.043 2.780
H 1.159 2.821 -0.375
H -1.195 -0.581 2.720
H -4.510 -0.088 5.026
H 2.491 -1.456 3.794
H -0.222 7.449 2.330
H -0.148 2.428 -5.930
H 5.757 -2.532 -3.217
H 1.603 -6.095 -1.151
H -1.399 8.078 0.248
H -0.198 4.374 -1.549
H 0.672 -2.410 -3.772
H -1.548 2.169 0.458
H -5.355 0.533 2.782
H -0.732 1.679 4.094
H -1.370 6.554 -1.697
H 3.245 -3.085 2.305
H 0.980 5.303 2.467
H 2.163 3.478 0.946
H -3.890 1.699 1.188
H 1.011 -4.179 -2.582
H -2.297 -3.613 0.862
H 1.766 0.012 3.151
H 0.036 -0.963 4.494
H 0.608 1.723 -4.491
H -4.072 3.194 -4.042
H 1.332 -0.760 -3.718
H -3.255 1.972 -1.937
H 0.406 -2.578 3.949
H -1.644 -2.974 3.672
H 1.766 -4.931 1.477
H -0.139 0.669 -5.719
```

E_tot, eV: -120304.674
Net charge: +2
Energy above the lowest of the compared OMol25 structures with the same formula, charge and spin, kJ/mol: 0.00
Kohn-Sham gap (alpha / beta), eV: 7.118 / 7.132
2S+1: 2
Lowest unoccupied orbital energy (alpha / beta), eV: -5.610 / -5.599
HOMO level (alpha / beta), Eh: -0.46777 / -0.46785

=====

(3)
DFT (the ωB97M-V functional and the def2-TZVPD basis) results for a structure of composition C34H44ClN4O6Se2W in a non-equilibrium geometry.

Geometry as XYZ:
```
92
C34H44ClN4O6Se2W, DFT the ωB97M-V functional and the def2-TZVPD basis
W -0.319 -1.324 -1.662
Se -0.223 -0.534 -4.105
Se 0.627 0.086 0.049
Cl -7.451 -2.530 -2.332
O -2.039 -0.706 -1.006
O 0.779 -1.713 -3.372
O -1.144 -3.051 -1.654
O 0.082 -0.012 -5.565
O -0.052 0.500 -2.774
O -1.656 -1.219 -3.663
N -1.998 -3.032 3.772
N 2.692 2.212 -0.447
N -1.324 -2.427 1.420
N 0.756 2.934 -1.135
C -2.067 -1.317 2.010
C 4.041 4.899 -2.619
C -2.390 -3.335 -2.045
C -5.839 -1.995 -1.967
C 1.365 2.044 -0.347
C 2.785 1.041 3.125
C 2.794 5.372 -3.056
C 3.614 -4.244 -0.635
C 1.229 -3.928 -0.631
C 2.654 -2.099 -1.156
C -3.276 -1.142 -1.330
C 4.143 3.834 -1.748
C -3.467 -2.449 -1.848
C 1.613 4.791 -2.644
C -1.495 3.069 -0.092
C -5.645 -0.714 -1.458
C -4.781 -2.848 -2.174
C 3.721 1.381 0.181
C -0.128 -2.691 2.220
C -4.356 -0.297 -1.148
C 1.715 3.715 -1.768
C -1.367 5.615 0.098
C -2.170 -3.613 1.386
C 3.765 -2.913 -1.002
C -0.501 -3.019 3.686
C -0.690 2.999 -1.384
C -2.531 -1.667 3.445
C -2.555 -4.052 2.820
C 2.337 -4.750 -0.460
C 2.951 3.256 -1.326
C -1.155 4.272 0.790
C 4.352 2.070 1.388
C 3.391 2.320 2.549
C 1.350 -2.576 -0.957
H 2.817 -1.064 -1.435
H -0.973 2.121 -1.961
H 2.067 0.594 2.437
H 2.586 2.983 2.216
H -3.064 -3.385 0.807
H -3.615 -1.707 3.538
H 5.104 3.465 -1.418
H -1.638 -4.412 0.873
H 3.563 0.303 3.334
H 5.178 1.441 1.729
H -0.137 -2.266 4.384
H 3.937 2.846 3.333
H -2.550 3.098 -0.374
H -1.781 4.223 1.684
H -0.140 -3.996 4.003
H -0.866 3.882 -1.994
H -2.131 -5.017 3.093
H -2.370 5.681 -0.330
H 4.481 -4.876 -0.496
H -2.929 -1.099 1.381
H 4.755 -2.503 -1.162
H 0.421 -3.514 1.769
H -2.520 -4.293 -2.532
H 0.244 -4.362 -0.517
H 2.759 6.220 -3.727
H -1.253 6.438 0.802
H 2.196 -5.790 -0.191
H 0.509 -1.808 2.182
H -4.949 -3.832 -2.591
H 4.941 5.388 -2.965
H -1.421 -0.440 2.013
H 4.782 3.023 1.069
H -2.276 -3.279 4.719
H 4.477 1.169 -0.575
H 0.659 5.155 -2.998
H 3.243 0.444 0.460
H -1.323 2.147 0.468
H -0.645 5.776 -0.705
H -3.633 -4.090 2.970
H -6.488 -0.053 -1.314
H 2.267 1.255 4.061
H -2.139 -0.975 4.188
H -4.173 0.705 -0.781
H -0.117 4.191 1.126
```

E_tot, eV: -199248.717
Net charge: +1
Kohn-Sham gap (alpha / beta), eV: 5.311 / 6.909
2S+1: 3
Lowest unoccupied orbital energy (alpha / beta), eV: -3.023 / -3.394
HOMO level (alpha / beta), Eh: -0.30627 / -0.37862